# 1
Density functional theory data (ωB97M-V/def2-TZVPD) for C2H4N4O in the gas phase.

```
11
Properties=species:S:1:pos:R:3:forces:R:3:lowdin_charge:R:1
H -1.86098 -0.65634 1.56318 0.1 0.0 0.0 0.06
N -0.98759 -0.31919 1.15994 -0.2 0.0 -0.3 0.16
C -1.14864 -0.02978 -0.06239 0.1 0.0 0.3 -0.56
O -2.30091 -0.13139 -0.74312 0.1 0.0 -0.1 0.09
N -0.10024 0.52679 -0.84641 -0.2 0.2 0.1 0.06
N 0.88168 -0.61914 -1.44735 0.3 0.1 0.3 0.23
C 1.15069 0.08367 -0.44130 0.0 -0.2 -0.2 -0.55
N 2.04467 0.42067 0.49541 -0.1 -0.1 0.0 0.19
H -2.12791 0.15457 -1.65330 -0.1 0.0 0.1 0.12
H 2.81234 -0.22210 0.63204 -0.1 0.1 0.0 0.11
H 1.63688 0.79223 1.34331 0.0 0.0 -0.1 0.11
```
Positions in Å, forces in eV/Å.



# 2
Density functional theory data (ωB97M-V/def2-TZVPD) for C2H4N4O in the gas phase at a distorted geometry.

```
11
Properties=species:S:1:pos:R:3:forces:R:3:lowdin_charge:R:1
C 0.33438 -1.46541 1.93178 0.7 -3.7 -1.2 -0.14
N 0.89187 -0.32474 1.28827 -0.2 1.8 -0.7 -0.03
C 0.20005 0.26109 0.22101 0.7 -4.5 0.7 -0.40
N -0.53318 -0.71592 -0.61277 0.4 3.6 -0.7 0.11
N -0.85253 0.01766 -1.60356 -1.5 -2.9 0.0 -0.04
O -0.50585 1.25401 -1.52557 1.8 0.3 1.7 -0.05
N 0.29570 1.38552 -0.32049 -0.4 2.4 -0.7 0.14
H 0.05149 -2.22051 1.06375 0.3 1.4 2.1 0.11
H -0.50191 -1.31121 2.58705 -0.7 0.4 0.1 0.06
H 1.10299 -2.02294 2.56672 -0.7 1.0 -1.0 0.10
H 1.57456 0.21093 1.81018 -0.5 0.2 -0.3 0.13
```
Positions in Å, forces in eV/Å.



Per-record highest occupied orbital energy, eV: -9.49, -9.71
Per-record ΔE to the lowest compared entry with this formula, charge and spin, kJ/mol: 268.9, 377.7